A molecular structure, C62H82Ge2N2O4PS5Zn, computed with ωB97M-V/def2-TZVPD.

Computed properties:
Highest occupied orbital energy, eV: -4.51
Calculated total energy, eV: -301726.14159
Molar mass, g/mol: 1321.3

```
! wB97M-V def2-TZVPD RIJCOSX def2/J DEFGRID3
* xyz -1 1
H -0.996 2.158 4.447
C 2.561 1.651 4.275
H 0.608 -1.950 2.162
C 3.650 5.077 0.732
H 0.410 -5.820 0.695
H -6.877 -2.250 -1.312
C -0.317 5.338 -1.134
H 6.644 1.512 -2.814
C 2.008 -3.634 -1.510
H -5.484 -6.101 -0.090
S -0.798 -0.280 -1.743
H -0.187 5.083 0.985
H 5.797 -3.585 -0.086
H -0.041 5.779 5.225
C 1.709 -3.280 0.886
H -7.705 -4.126 0.976
H 1.803 -1.890 -0.609
H 1.621 -5.462 -2.580
C -2.638 0.851 1.769
H -6.566 -2.783 1.183
H -6.541 -3.503 -2.509
H -1.463 -0.099 4.785
H 7.634 0.795 1.482
C 5.570 0.919 0.944
H -5.046 -0.019 0.251
C 3.079 3.367 2.495
C 6.696 1.306 1.665
H 1.249 6.715 -1.581
C -1.839 2.504 0.040
C -2.122 -3.311 -4.181
C 6.133 1.455 -1.856
H -1.432 -2.600 1.695
C 0.631 5.913 -1.964
C -4.411 -3.475 -5.194
H -3.558 0.233 -0.664
H 6.584 -4.400 -2.214
H -3.456 -2.492 5.030
S 1.509 2.666 -0.914
H 5.098 1.776 -1.998
C 0.549 -2.998 1.859
H -3.226 -1.282 -2.804
H 6.599 2.138 -1.147
C -0.489 5.846 0.266
C 6.350 -1.014 -2.190
C 1.170 5.099 3.588
C -3.292 4.342 -0.522
C -3.987 2.769 1.121
H 4.974 -2.817 2.007
H -1.690 -2.525 5.024
H 2.745 5.424 -4.160
C -2.574 -2.536 4.388
C 6.628 2.324 2.594
H 5.335 3.745 3.539
H -3.698 -2.347 1.918
C -1.998 0.944 3.004
H 0.112 4.112 -4.752
S -0.420 -5.044 -1.417
H -1.591 1.814 -3.064
H 6.239 -1.684 2.510
H 0.850 3.556 5.027
H 3.282 4.577 -0.166
H -2.314 -4.497 0.900
C 4.345 1.565 1.149
C -0.006 4.453 -3.734
H 7.200 -3.267 -3.428
H -4.706 2.404 1.843
H 3.095 -3.690 -1.360
H 7.506 2.623 3.152
C 5.900 -2.563 -0.436
C -0.963 3.855 -2.930
C -1.277 -4.549 1.235
N -0.748 -3.190 1.221
H -0.788 5.971 3.639
C -0.579 -5.553 0.329
C -2.086 3.665 -0.692
H -1.543 -2.832 -3.392
H -1.924 -4.381 -4.155
C -4.245 3.903 0.377
C 5.685 -1.519 0.451
H 0.501 7.066 4.136
H -5.647 -5.709 -1.794
O -4.115 -3.862 -2.898
C 1.417 -5.037 -1.599
H 2.608 -2.769 1.252
H 2.119 1.636 5.270
C -6.658 -3.836 0.927
H 5.471 -3.578 -3.311
C 5.418 2.951 2.809
C -3.260 -0.332 1.376
H -4.879 -1.374 -3.425
C -6.093 -5.567 -0.814
S 3.084 -0.516 -1.479
C 1.399 3.851 4.143
C -3.834 -1.567 -3.656
C 1.863 6.064 -4.154
C -6.940 -3.317 -1.515
H 2.082 0.873 3.677
H -5.175 4.441 0.503
O -3.115 -5.388 -1.132
H -2.129 3.044 3.406
H -1.198 -6.450 0.295
C -4.031 -0.388 0.096
C -6.100 -4.078 -0.483
H -0.580 2.520 2.765
C 6.122 0.051 -1.335
C 5.774 -0.204 -0.007
C 4.276 2.581 2.097
H -3.536 -0.968 -4.514
H 0.654 -3.631 2.753
C 0.813 5.468 -3.263
C -1.960 -0.170 3.827
H -5.477 -3.366 -5.006
C -1.854 2.787 -3.483
H -7.107 -5.962 -0.803
C -3.204 -1.433 2.221
C 5.348 -1.800 1.888
S 0.932 0.412 1.416
C 6.387 -3.463 -2.731
H -2.897 2.989 -3.235
H 1.913 -4.353 0.869
H -1.530 6.101 0.470
H -3.478 5.224 -1.119
H 1.763 6.444 2.039
Zn -0.736 -2.398 -0.791
H 2.163 7.053 -3.812
H -7.982 -3.631 -1.475
H 1.833 -3.105 -2.450
C -1.094 4.276 -1.607
Ge -0.220 1.323 -0.310
N 1.384 -2.830 -0.465
C 2.861 4.621 1.921
C -2.566 -1.360 3.453
H -1.751 2.726 -4.566
H -1.250 -4.963 2.258
C 6.224 -2.328 -1.762
Ge 2.766 0.956 0.005
H -4.136 -2.856 -6.045
C -1.392 2.241 3.437
C -3.611 -3.048 -3.954
H 4.595 -1.095 2.244
C 0.156 6.033 4.184
H 1.829 -5.716 -0.855
H 0.124 6.733 0.421
H -4.208 -4.518 -5.426
O -2.554 -2.882 -1.085
C -2.802 2.065 0.941
H 1.503 6.144 -5.179
H -4.091 -1.407 -0.269
C 1.908 5.466 2.474
O -4.789 -3.541 -0.467
H -2.608 -3.477 3.838
C 2.346 2.981 3.620
P -3.530 -3.990 -1.391
H 3.544 6.151 0.592
H 3.621 1.413 4.349
H 6.587 -0.822 -3.226
H -1.812 -2.896 -5.138
H 4.705 4.832 0.843
H -6.099 -4.418 1.655
*
```